Below is a structure of composition C20H24BrLaNOP2, with properties calculated with the ωB97M-V functional and the def2-TZVPD basis.

Calculated values
HOMO (alpha / beta), eV: -10.18 / -8.82
Total energy, a.u.: -4194.64627
Frontier orbital gap (alpha / beta), eV: 5.778 / 3.787
Energy relative to the best compared isomer or geometry (same formula, charge and spin), kJ/mol: 242.1

Geometry as ORCA input:
```
! RIJCOSX wB97M-V def2-TZVPD def2/J DEFGRID3
* xyz 1 1
C -0.24 -3.98 0.73
C -0.33 -2.73 0.12
C -0.66 -1.60 0.92
C -0.88 -1.73 2.32
C -0.73 -3.02 2.90
C -0.43 -4.13 2.12
C -1.21 -0.57 3.05
C -1.67 0.58 2.40
C -1.43 0.68 1.00
C -1.81 1.83 0.27
C -2.40 2.89 0.95
C -2.63 2.82 2.34
C -2.27 1.69 3.05
H 0.00 -4.84 0.11
H -0.92 -3.11 3.98
H -0.34 -5.12 2.56
H -1.25 -0.63 4.14
H -2.68 3.79 0.39
H -3.08 3.67 2.84
H -2.46 1.59 4.12
N -0.62 -0.30 0.41
La 1.58 0.46 0.43
C 0.02 -2.59 -1.35
H -0.72 -1.97 -1.87
H 0.11 -3.58 -1.84
C -1.49 1.94 -1.21
H -1.79 1.03 -1.76
H -1.96 2.83 -1.66
P 1.64 -1.73 -1.60
P 0.33 2.14 -1.48
C 0.53 3.89 -0.98
H 1.57 4.18 -1.15
H -0.15 4.50 -1.58
H 0.31 4.01 0.09
C 0.46 2.23 -3.30
H -0.18 3.03 -3.68
H 1.52 2.42 -3.55
H 0.17 1.26 -3.72
C 2.78 -3.02 -0.99
H 2.67 -3.96 -1.55
H 3.80 -2.64 -1.07
H 2.57 -3.20 0.08
C 1.90 -1.84 -3.41
H 2.86 -1.35 -3.65
H 1.90 -2.89 -3.77
H 1.10 -1.27 -3.91
C 0.98 2.04 2.81
O 1.51 3.01 2.40
H 0.35 1.88 3.77
Br 3.63 1.40 -1.20
*
```



Below is an isolated molecule of C20H24Cl2N4O4, with properties calculated with the ωB97M-V functional and the def2-TZVPD basis.

Calculated values
HOMO, eV: -8.39
Total energy, a.u.: -2216.97477
Frontier orbital gap, eV: 8.819
SMILES: O=C(NCCCl)Nc1ccccc1OCCOc1ccccc1NC(=O)NCCCl

Geometry as ORCA input:
```
! RIJCOSX wB97M-V def2-TZVPD def2/J DEFGRID3
* xyz 0 1
O 2.62 0.91 -1.10
C 1.42 1.06 -1.20
N 0.77 1.12 -2.40
C 1.52 0.95 -3.63
C 1.97 -0.49 -3.85
Cl 2.54 -0.68 -5.52
N 0.57 1.25 -0.13
C 0.88 1.25 1.23
C 2.12 0.89 1.74
C 2.34 0.87 3.10
C 1.33 1.24 3.97
C 0.09 1.62 3.48
C -0.14 1.62 2.12
O -1.33 2.01 1.52
C -2.51 2.04 2.29
C -2.92 0.63 2.78
O -2.51 -0.38 1.88
C -2.91 -0.28 0.56
C -4.11 0.27 0.15
C -4.44 0.31 -1.20
C -3.56 -0.21 -2.13
C -2.37 -0.78 -1.73
C -2.03 -0.82 -0.39
N -0.84 -1.36 0.10
C 0.21 -1.89 -0.61
O 0.22 -1.99 -1.82
N 1.24 -2.31 0.17
C 2.44 -2.88 -0.39
C 3.65 -1.96 -0.22
Cl 5.07 -2.72 -0.97
H -0.20 0.87 -2.43
H 2.39 1.60 -3.58
H 0.88 1.27 -4.46
H 2.81 -0.73 -3.20
H 1.16 -1.20 -3.69
H -0.39 1.49 -0.33
H 2.91 0.63 1.05
H 3.31 0.59 3.48
H 1.50 1.23 5.04
H -0.68 1.92 4.17
H -2.43 2.72 3.14
H -3.26 2.43 1.59
H -2.40 0.38 3.71
H -4.00 0.61 2.96
H -4.81 0.67 0.87
H -5.37 0.74 -1.51
H -3.81 -0.19 -3.18
H -1.69 -1.21 -2.45
H -0.76 -1.31 1.11
H 1.25 -2.08 1.16
H 2.23 -3.04 -1.46
H 2.64 -3.85 0.08
H 3.88 -1.82 0.84
H 3.49 -1.00 -0.70
*
```



Below is a structure of composition C20H24Cl5LaN2OSi, with properties calculated with the ωB97M-V functional and the def2-TZVPD basis.

Calculated values
HOMO, eV: -11.72
Total energy, a.u.: -3582.74746
Frontier orbital gap, eV: 5.238
Energy relative to the best compared isomer or geometry (same formula, charge and spin), kJ/mol: 0.0

Geometry as ORCA input:
```
! RIJCOSX wB97M-V def2-TZVPD def2/J DEFGRID3
* xyz 2 1
La 0.08 0.44 1.08
Cl -1.67 -5.84 -2.69
C -1.31 -4.26 -2.13
C -0.60 -4.09 -0.94
Cl -0.08 -5.44 -0.02
C -0.32 -2.80 -0.50
Cl 0.57 -2.55 0.96
C -0.73 -1.64 -1.20
O -0.47 -0.44 -0.77
C -1.41 -1.86 -2.41
Cl -1.86 -0.47 -3.32
C -1.70 -3.14 -2.87
Cl -2.50 -3.35 -4.37
C -3.62 -1.22 1.45
Si -2.81 0.26 2.36
C -2.49 -0.17 4.20
C -3.54 1.99 2.03
C -2.85 3.16 2.37
C -3.39 4.40 2.11
C -4.64 4.50 1.51
C -5.35 3.36 1.20
C -4.81 2.11 1.46
H -4.61 -1.40 1.85
H -3.06 -2.15 1.60
H -3.73 -1.08 0.38
H -3.44 -0.35 4.69
H -2.00 0.63 4.74
H -1.89 -1.08 4.32
H -1.86 3.10 2.84
H -2.84 5.29 2.37
H -5.06 5.47 1.30
H -6.32 3.43 0.74
H -5.37 1.22 1.22
C 4.50 1.48 -1.96
C 3.25 1.59 -1.07
N 2.90 0.27 -0.53
C 3.96 -0.18 0.36
C 5.33 -0.14 -0.35
N 5.07 0.12 -1.79
C 4.13 -0.90 -2.32
C 2.76 -0.67 -1.64
H 5.25 2.22 -1.68
H 4.26 1.62 -3.02
H 2.40 1.96 -1.66
H 3.42 2.27 -0.24
H 3.72 -1.20 0.69
H 3.98 0.46 1.25
H 5.86 -1.08 -0.24
H 5.96 0.66 0.04
H 5.95 0.06 -2.30
H 4.53 -1.89 -2.08
H 4.07 -0.81 -3.40
H 2.35 -1.61 -1.27
H 2.04 -0.26 -2.35
*
```



Below is a cluster of 5 separate species, C20H24ClF8O13 in total, with properties calculated with the ωB97M-V functional and the def2-TZVPD basis.

Calculated values
HOMO, eV: -2.00
Total energy, a.u.: -3013.74003
Frontier orbital gap, eV: 3.714

Geometry as ORCA input:
```
! RIJCOSX wB97M-V def2-TZVPD def2/J DEFGRID3
* xyz -1 1
F 2.31 1.07 0.16
C 1.16 1.06 -0.55
F 1.07 2.26 -1.18
C 1.27 0.00 -1.65
F 2.40 0.30 -2.36
F 0.24 0.11 -2.50
C 1.44 -1.48 -1.17
F 1.08 -2.30 -2.17
F 2.78 -1.67 -0.98
C 0.77 -1.90 0.16
F 0.96 -3.27 0.17
F 1.47 -1.43 1.21
C -0.71 -1.62 0.31
O -1.33 -1.74 -0.93
C -2.33 -0.71 -1.16
C -3.76 -1.13 -0.81
C -4.52 0.03 -0.12
Cl -3.76 0.10 1.59
H 0.29 0.96 0.09
H -0.91 -0.69 0.82
H -1.08 -2.41 0.97
H -2.24 -0.47 -2.22
H -2.09 0.19 -0.61
H -4.29 -1.43 -1.71
H -3.72 -1.93 -0.09
H -4.17 0.95 -0.63
C 1.39 1.61 4.85
C 1.70 2.77 3.93
O 1.18 2.32 2.69
C 0.23 1.39 2.93
O -0.49 0.94 2.11
O 0.23 1.04 4.24
H 1.18 1.91 5.88
H 2.18 0.85 4.86
H 1.18 3.68 4.23
H 2.77 2.97 3.85
C 5.10 4.82 0.96
C 5.81 4.18 2.13
O 6.02 5.29 3.01
C 5.09 6.24 2.72
O 4.89 7.20 3.37
O 4.43 5.92 1.58
H 4.39 4.15 0.47
H 5.80 5.20 0.21
H 5.19 3.44 2.64
H 6.76 3.72 1.86
C 0.48 -6.37 0.03
C 0.59 -6.96 -1.36
O -0.44 -7.96 -1.35
C -1.35 -7.62 -0.41
O -2.40 -8.15 -0.26
O -0.90 -6.58 0.34
H 0.73 -5.32 0.06
H 1.09 -6.91 0.76
H 0.36 -6.23 -2.14
H 1.56 -7.41 -1.56
C -5.07 2.42 -3.15
C -4.13 2.23 -4.32
O -3.92 0.82 -4.33
C -4.98 0.24 -3.70
O -5.18 -0.93 -3.65
O -5.76 1.17 -3.11
H -5.77 3.24 -3.29
H -4.54 2.55 -2.20
H -4.59 2.53 -5.27
H -3.19 2.76 -4.21
*
```



Below is the ion C20H24ClF9N3OSi with charge +1, with properties calculated with the ωB97M-V functional and the def2-TZVPD basis.

Calculated values
HOMO, eV: -10.46
Total energy, a.u.: -2663.51624
Frontier orbital gap, eV: 5.643
SMILES: CCOCc1n(C(F)(F)CC[Si](C)(C)c2ccccc2)c(C(F)(F)C(F)(F)C(F)(F)F)c(Cl)[n+]1N

Geometry as ORCA input:
```
! RIJCOSX wB97M-V def2-TZVPD def2/J DEFGRID3
* xyz 1 1
C -4.91 2.13 4.02
C -3.35 1.63 3.66
O -3.51 0.75 2.46
C -2.17 0.73 1.86
C -1.83 -0.81 1.41
N -1.49 -1.45 0.07
C -1.40 -0.51 -1.10
F -1.17 -1.16 -2.42
F -2.75 0.16 -1.21
C -0.26 0.68 -0.96
C 0.70 0.88 -2.27
Si 1.73 2.53 -2.03
C 1.22 3.47 -0.38
C 1.43 3.81 -3.46
C 3.64 2.19 -1.84
C 4.61 3.51 -1.57
C 6.24 3.36 -1.34
C 6.91 1.85 -1.40
C 5.97 0.54 -1.70
C 4.35 0.71 -1.92
C -1.31 -2.96 0.18
C -0.99 -4.00 -1.03
F 0.31 -3.59 -1.69
F -2.07 -3.94 -2.08
C -0.82 -5.57 -0.63
F -0.37 -6.27 -1.89
F 0.28 -5.85 0.36
C -2.24 -6.33 -0.23
F -2.77 -7.17 -1.37
F -3.33 -5.40 0.13
F -2.06 -7.32 0.90
C -1.58 -3.12 1.79
Cl -1.56 -4.71 2.73
N -1.87 -1.83 2.52
N -2.12 -1.63 3.88
H -5.62 1.98 3.07
H -5.24 1.48 4.94
H -4.80 3.28 4.28
H -2.89 0.96 4.50
H -2.70 2.55 3.36
H -1.30 1.06 2.60
H -2.16 1.49 0.94
H 0.36 0.42 0.01
H -0.88 1.70 -0.84
H 1.46 0.00 -2.43
H 0.02 1.03 -3.20
H 1.42 2.77 0.54
H 0.05 3.64 -0.49
H 1.78 4.51 -0.33
H 0.33 3.75 -3.88
H 1.51 4.88 -2.95
H 2.26 3.77 -4.29
H 4.18 4.62 -1.49
H 6.97 4.25 -1.11
H 8.07 1.65 -1.24
H 6.38 -0.58 -1.75
H 3.64 -0.21 -2.15
H -1.31 -2.13 4.36
H -2.99 -2.18 4.09
*
```



Below is a structure of composition C20H24ClN2O4Pt, with properties calculated with the ωB97M-V functional and the def2-TZVPD basis.

Calculated values
HOMO (alpha / beta), eV: -11.82 / -11.95
Total energy, a.u.: -1765.93440
Frontier orbital gap (alpha / beta), eV: 6.176 / 6.395
Energy relative to the best compared isomer or geometry (same formula, charge and spin), kJ/mol: 114.4

Geometry as ORCA input:
```
! RIJCOSX wB97M-V def2-TZVPD def2/J DEFGRID3
* xyz 1 1
Pt 0.08 0.20 0.01
C 1.59 2.47 -1.29
C 2.71 1.53 -1.61
C 3.61 1.76 -2.63
C 4.61 0.84 -2.92
C 4.70 -0.35 -2.21
C 3.82 -0.62 -1.18
C 3.84 -1.92 -0.44
C 2.86 0.36 -0.85
N 2.07 0.15 0.29
C 2.57 0.19 1.49
C 3.95 0.63 1.80
C 1.64 -0.19 2.54
C 2.12 -0.66 3.87
N 0.40 -0.11 2.21
C -0.72 -0.38 2.94
C -1.19 0.58 3.86
C -0.52 1.90 3.95
C -2.29 0.24 4.63
C -2.94 -0.97 4.47
C -2.53 -1.86 3.47
C -1.44 -1.57 2.68
C -0.99 -2.46 1.56
H 1.64 3.38 -1.89
H 1.58 2.76 -0.24
H 0.63 1.99 -1.54
H 3.55 2.67 -3.21
H 5.31 1.04 -3.72
H 5.46 -1.08 -2.46
H 4.37 -2.68 -1.00
H 2.82 -2.26 -0.26
H 4.33 -1.81 0.53
H 4.39 1.13 0.93
H 4.58 -0.21 2.07
H 3.94 1.33 2.64
H 3.00 -1.29 3.77
H 1.34 -1.20 4.39
H 2.41 0.19 4.49
H -0.41 2.34 2.95
H 0.48 1.83 4.38
H -1.11 2.58 4.57
H -2.67 0.96 5.34
H -3.78 -1.23 5.09
H -3.08 -2.77 3.29
H -1.73 -3.23 1.36
H -0.04 -2.95 1.79
H -0.84 -1.86 0.63
O -3.25 1.47 0.99
Cl -2.32 1.73 -0.02
O -2.76 2.62 -0.99
O -1.94 0.46 -0.65
O -1.09 2.21 0.58
*
```



Below is a cluster of 2 separate species, C20H24F3N3O4S3 in total, with properties calculated with the ωB97M-V functional and the def2-TZVPD basis.

Calculated values
HOMO, eV: -7.14
Total energy, a.u.: -2735.79349
Frontier orbital gap, eV: 7.070
Energy relative to the best compared isomer or geometry (same formula, charge and spin), kJ/mol: 0.0
SMILES: O=S(=O)(c1ccccc1)N(SC(F)(F)F)S(=O)(=O)c1ccccc1.C=C1N(C)CCCN1C

Geometry as ORCA input:
```
! RIJCOSX wB97M-V def2-TZVPD def2/J DEFGRID3
* xyz 0 1
O -1.00 -1.27 4.64
S 0.14 -1.81 3.94
O 0.10 -3.13 3.35
C 1.62 -1.72 4.97
C 2.20 -2.96 5.27
C 3.33 -3.01 6.09
C 3.86 -1.84 6.63
C 3.21 -0.62 6.42
C 2.09 -0.55 5.59
N 0.25 -0.70 2.49
S 0.35 -1.24 0.86
C 2.17 -1.50 0.89
F 2.57 -1.62 -0.41
F 2.58 -2.59 1.57
F 2.79 -0.42 1.42
S -0.31 0.91 2.67
O -1.72 0.94 2.39
O 0.20 1.32 3.95
C 0.67 1.75 1.43
C 1.83 2.39 1.85
C 2.64 3.03 0.91
C 2.32 2.95 -0.45
C 1.20 2.22 -0.88
C 0.33 1.70 0.08
H 1.77 -3.86 4.86
H 3.79 -3.98 6.30
H 4.78 -1.88 7.23
H 3.59 0.29 6.91
H 1.59 0.39 5.40
H 2.12 2.33 2.90
H 3.54 3.57 1.24
H 2.96 3.44 -1.20
H 1.03 2.05 -1.94
H -0.59 1.20 -0.24
C -0.83 -0.45 -2.86
C -1.88 -0.06 -3.70
N -2.43 -0.91 -4.63
C -1.68 -2.02 -5.15
C -3.62 -0.63 -5.39
C -4.48 0.40 -4.72
C -3.65 1.58 -4.32
N -2.46 1.19 -3.61
C -1.71 2.28 -3.05
H -0.54 0.20 -2.03
H -0.30 -1.37 -3.05
H -0.97 -2.36 -4.41
H -2.36 -2.85 -5.37
H -1.13 -1.77 -6.07
H -3.37 -0.28 -6.41
H -4.18 -1.56 -5.52
H -5.28 0.72 -5.39
H -4.97 -0.04 -3.84
H -3.38 2.15 -5.22
H -4.22 2.25 -3.67
H -1.36 2.05 -2.04
H -0.82 2.54 -3.67
H -2.36 3.16 -3.00
*
```



Below is a structure of composition C20H24F5GeN2OSV, with properties calculated with the ωB97M-V functional and the def2-TZVPD basis.

Calculated values
HOMO (alpha / beta), eV: -7.59 / -7.92
Total energy, a.u.: -4879.55777
Frontier orbital gap (alpha / beta), eV: 7.393 / 7.672
Energy relative to the best compared isomer or geometry (same formula, charge and spin), kJ/mol: 101.3

Geometry as ORCA input:
```
! RIJCOSX wB97M-V def2-TZVPD def2/J DEFGRID3
* xyz 0 3
V -1.08 1.73 0.12
F -7.87 1.40 -0.70
C -6.59 1.04 -0.60
C -5.59 1.95 -0.29
F -5.75 3.22 0.00
C -4.33 1.41 -0.16
F -3.35 2.27 0.31
C -3.93 0.08 -0.27
S -2.27 -0.37 -0.32
C -4.97 -0.78 -0.66
F -4.77 -2.07 -0.78
C -6.29 -0.31 -0.73
F -7.31 -1.13 -1.11
C 4.85 -3.94 1.51
C 4.39 -2.72 2.30
N 3.10 -2.92 2.87
C 2.96 -3.93 3.87
C 2.45 -5.27 3.36
C 1.96 -2.21 2.62
O 1.04 -2.21 3.41
C 1.81 -1.39 1.32
C 2.39 -1.74 0.11
C 2.08 -1.02 -1.04
C 1.20 0.02 -0.86
N 0.72 0.48 0.31
C 0.90 -0.29 1.41
H 5.77 -3.67 0.97
H 4.08 -4.11 0.76
H 5.04 -4.81 2.13
H 4.26 -1.78 1.67
H 5.04 -2.43 3.12
H 2.45 -3.56 4.71
H 3.95 -4.17 4.25
H 1.42 -5.34 2.99
H 2.51 -6.06 4.08
H 3.08 -5.55 2.55
H 3.04 -2.59 0.09
H 2.33 -1.36 -2.04
H 1.03 0.73 -1.71
H 0.37 -0.02 2.32
C -1.71 5.64 -2.17
Ge -0.62 4.04 -2.52
C 1.05 4.63 -3.34
C -1.51 2.77 -3.81
C -0.45 3.02 -0.90
H -1.75 5.96 -1.14
H -2.74 5.58 -2.53
H -1.24 6.36 -2.79
H 0.88 5.43 -4.15
H 1.54 3.81 -3.86
H 1.77 5.01 -2.62
H -1.59 3.25 -4.76
H -2.55 2.59 -3.47
H -0.96 1.87 -3.92
H -0.25 3.50 0.11
*
```



Below is a structure of composition C20H24FN3O4, with properties calculated with the ωB97M-V functional and the def2-TZVPD basis.

Calculated values
HOMO, eV: -8.47
Total energy, a.u.: -1340.95557
Frontier orbital gap, eV: 8.441
Energy relative to the best compared isomer or geometry (same formula, charge and spin), kJ/mol: 1671.5

Geometry as ORCA input:
```
! RIJCOSX wB97M-V def2-TZVPD def2/J DEFGRID3
* xyz 0 1
C -5.90 -1.41 -1.44
N -4.68 -1.80 -0.68
H -5.02 -2.09 0.17
C -3.81 -0.78 -0.44
C -4.32 0.22 0.32
C -3.27 1.31 0.73
C -2.08 0.55 1.43
N -1.61 -0.40 0.29
C -0.31 -0.77 0.29
C 0.75 0.11 0.03
C 2.03 0.05 0.06
C 2.38 -1.39 0.15
C 1.54 -2.63 0.43
C 0.22 -2.02 0.68
F -0.69 -3.08 0.89
H 1.76 -3.50 0.84
C 3.91 -2.07 0.20
O 4.19 -3.13 0.44
C 4.89 -0.75 -0.29
C 4.31 0.47 -0.23
N 3.02 0.80 -0.27
C 2.67 2.31 0.02
C 2.28 2.93 1.20
C 3.63 3.14 0.86
H 3.93 4.24 0.06
H 4.58 2.65 1.23
H 1.56 3.41 1.07
H 2.19 2.31 1.95
H 2.34 2.58 -0.96
H 5.09 1.16 -0.53
C 6.26 -1.01 -0.50
O 6.97 -0.27 -0.91
O 6.67 -2.33 -0.23
H 5.84 -3.06 0.00
O 0.27 1.36 -0.35
C -0.25 1.65 -1.60
H -0.59 2.48 -1.97
H -1.15 0.79 -1.43
H 0.42 1.21 -2.39
C -2.75 -1.28 0.33
H -2.86 -1.93 1.35
H -2.43 -2.13 -0.19
H -2.34 0.25 2.29
H -1.21 1.24 1.39
H -3.05 1.91 -0.34
H -3.36 2.12 1.35
H -4.59 -0.11 1.48
H -5.07 0.76 0.05
H -3.54 -0.25 -1.50
H -6.73 -0.57 -1.04
H -5.53 -0.99 -2.52
H -6.53 -2.25 -1.77
*
```